No. 1
Computed, not measured: 7 unconnected molecules or ions with the total composition C12H37NO7 in a non-equilibrium geometry, with ωB97M-V with the def2-TZVPD basis set.

Output
Structure (SMILES)   CC1(C)CCCC(C)(C)N1O.CC(C)O.O.O.O.O.O
Orbital gap   8.85 eV
E_LUMO   0.0 eV
Relative energy (zero: lowest compared OMol25 entry of this formula, charge and spin)   0.00 kcal/mol
DFT total energy   -1060.80532 Ha
Highest occupied orbital energy   -8.798 eV

Last columns: bonded neighbours and bond lengths (Å).
Atoms and positions in Å:
1 C 1.796 3.511 -1.488  C2 1.513, H12 1.088, H13 1.092, H14 1.095
2 C 2.079 2.310 -0.612  C1 1.513, C3 1.530, N7 1.467, C11 1.534
3 C 0.737 1.645 -0.301  C2 1.530, C4 1.523, H15 1.096, H16 1.089
4 C 0.884 0.263 0.320  C3 1.523, C5 1.530, H17 1.091, H18 1.098
5 C 1.772 -0.652 -0.525  C4 1.530, C6 1.522, H19 1.092, H20 1.092
6 C 3.088 -0.005 -0.932  C5 1.522, N7 1.458, C9 1.540, C10 1.530
7 N 2.857 1.354 -1.407  C2 1.467, C6 1.458, O8 1.407
8 O 4.068 1.908 -1.860  N7 1.407, H30 0.969
9 C 4.083 -0.104 0.240  C6 1.540, H21 1.094, H22 1.090, H23 1.091
10 C 3.646 -0.822 -2.099  C6 1.530, H24 1.090, H25 1.092, H26 1.093
11 C 2.747 2.776 0.687  C2 1.534, H27 1.096, H28 1.085, H29 1.090
12 H 1.258 3.255 -2.398  C1 1.088
13 H 2.716 4.045 -1.734  C1 1.092
14 H 1.170 4.227 -0.944  C1 1.095
15 H 0.229 2.257 0.453  C3 1.096
16 H 0.104 1.576 -1.185  C3 1.089
17 H -0.099 -0.170 0.515  C4 1.091
18 H 1.333 0.367 1.317  C4 1.098
19 H 1.231 -0.961 -1.423  C5 1.092
20 H 1.990 -1.519 0.103  C5 1.092
21 H 4.539 -1.097 0.286  C9 1.094
22 H 4.920 0.589 0.149  C9 1.090
23 H 3.613 0.024 1.217  C9 1.091
24 H 2.948 -0.904 -2.932  C10 1.090
25 H 4.567 -0.394 -2.502  C10 1.092
26 H 3.909 -1.818 -1.735  C10 1.093
27 H 3.839 2.774 0.596  C11 1.096
28 H 2.482 2.167 1.545  C11 1.085
29 H 2.522 3.826 0.880  C11 1.090
30 H 4.583 2.162 -1.079  O8 0.969
31 O -1.968 0.799 -1.863  H32 0.962, H33 0.962
32 H -1.611 0.813 -2.756  O31 0.962
33 H -2.719 1.400 -1.888  O31 0.962
34 O -5.373 -2.363 0.076  H35 0.960, H36 0.966
35 H -5.647 -3.271 -0.073  O34 0.960
36 H -4.417 -2.365 -0.062  O34 0.966
37 O -2.724 -4.112 -2.267  H38 0.962, H39 0.966
38 H -2.032 -4.625 -1.839  O37 0.962
39 H -2.722 -3.301 -1.742  O37 0.966
40 O -2.676 -1.861 -0.454  H41 0.967, H42 0.965
41 H -2.496 -1.235 -1.169  O40 0.967
42 H -1.806 -2.088 -0.106  O40 0.965
43 O -0.210 -3.677 -0.684  H44 0.962, H45 0.961
44 H 0.260 -3.383 -1.470  O43 0.962
45 H 0.427 -4.208 -0.197  O43 0.961
46 C -4.563 -0.024 2.487  C47 1.527, H50 1.094, H51 1.092, H52 1.088
47 C -3.159 -0.254 3.039  C46 1.527, C48 1.499, O49 1.431, H53 1.095
48 C -2.130 0.532 2.283  C47 1.499, H54 1.085, H55 1.098, H56 1.094
49 O -3.089 0.169 4.404  C47 1.431, H57 0.962
50 H -4.936 0.954 2.804  C46 1.094
51 H -5.257 -0.760 2.898  C46 1.092
52 H -4.603 -0.059 1.400  C46 1.088
53 H -2.910 -1.319 3.000  C47 1.095
54 H -2.169 1.607 2.420  C48 1.085
55 H -2.282 0.310 1.218  C48 1.098
56 H -1.132 0.111 2.443  C48 1.094
57 H -3.668 -0.376 4.946  O49 0.962

Now the natural (NBO) charges, all in e: number 1, C, carries -0.596; number 2, C, carries 0.095; number 3, C, carries -0.401; number 4, C, carries -0.391; number 5, C, carries -0.405; number 6, C, carries 0.114; number 7, N, carries -0.175; number 8, O, carries -0.569; number 9, C, carries -0.645; number 10, C, carries -0.601; number 11, C, carries -0.639; number 12, H, carries 0.214; number 13, H, carries 0.219; number 14, H, carries 0.203; number 15, H, carries 0.212; number 16, H, carries 0.222; number 17, H, carries 0.216; number 18, H, carries 0.190; number 19, H, carries 0.195; number 20, H, carries 0.209; number 21, H, carries 0.216; number 22, H, carries 0.201; number 23, H, carries 0.209; number 24, H, carries 0.210; number 25, H, carries 0.229; number 26, H, carries 0.197; number 27, H, carries 0.191; number 28, H, carries 0.214; number 29, H, carries 0.222; number 30, H, carries 0.435; number 31, O, carries -0.954; number 32, H, carries 0.480; number 33, H, carries 0.485; number 34, O, carries -0.967; number 35, H, carries 0.465; number 36, H, carries 0.490; number 37, O, carries -0.965; number 38, H, carries 0.469; number 39, H, carries 0.479; number 40, O, carries -0.980; number 41, H, carries 0.504; number 42, H, carries 0.500; number 43, O, carries -0.961; number 44, H, carries 0.483; number 45, H, carries 0.482; number 46, C, carries -0.633; number 47, C, carries 0.095; number 48, C, carries -0.627; number 49, O, carries -0.732; number 50, H, carries 0.207; number 51, H, carries 0.209; number 52, H, carries 0.223; number 53, H, carries 0.155; number 54, H, carries 0.218; number 55, H, carries 0.211; number 56, H, carries 0.206; number 57, H, carries 0.465



No. 2
Computed, not measured: 7 unconnected molecules or ions with the total composition C12H38BrN10O6 in a non-equilibrium geometry, with ωB97M-V with the def2-TZVPD basis set.

Output
Total charge   -1
Orbital gap   9.15 eV
E_LUMO   2.4 eV
Relative energy (zero: lowest compared OMol25 entry of this formula, charge and spin)   104.95 kcal/mol
DFT total energy   -4053.16014 Ha
Highest occupied orbital energy   -6.708 eV

Last columns: bonded neighbours and bond lengths (Å).
Atoms and positions in Å:
1 Br -0.230 1.035 -0.019  no bonds
2 C 2.320 -1.482 2.173  C3 1.503, H8 1.090, H9 1.090, H10 1.090
3 C 3.181 -1.534 0.943  C2 1.503, C4 1.530, N7 1.450, H11 1.090
4 C 2.494 -2.280 -0.203  C3 1.530, O5 1.396, H12 1.090, H13 1.090
5 O 3.172 -2.664 -1.361  C4 1.396, C6 1.440
6 C 2.528 -3.557 -2.289  O5 1.440, H14 1.090, H15 1.090, H16 1.090
7 N 3.232 -0.106 0.695  C3 1.450, H17 1.010, H18 1.010
8 H 1.963 -2.424 2.589  C2 1.090
9 H 1.388 -0.918 2.140  C2 1.090
10 H 2.941 -1.195 3.022  C2 1.090
11 H 4.156 -2.010 1.051  C3 1.090
12 H 1.590 -1.690 -0.356  C4 1.090
13 H 2.139 -3.208 0.246  C4 1.090
14 H 3.166 -3.907 -3.100  C6 1.090
15 H 1.607 -3.103 -2.654  C6 1.090
16 H 2.205 -4.455 -1.760  C6 1.090
17 H 3.729 -0.008 -0.179  N7 1.010
18 H 2.296 0.064 0.357  N7 1.010
19 C -5.443 1.351 -1.964  C20 1.506, H25 1.090, H26 1.090, H27 1.090
20 C -4.471 1.517 -0.826  C19 1.506, C21 1.567, N24 1.455, H28 1.090
21 C -3.789 0.125 -0.595  C20 1.567, O22 1.470, H29 1.090, H30 1.090
22 O -4.779 -0.884 -0.193  C21 1.470, C23 1.387
23 C -4.516 -2.086 -0.833  O22 1.387, H31 1.090, H32 1.090, H33 1.090
24 N -3.531 2.595 -1.093  C20 1.455, H34 1.010, H35 1.010
25 H -6.040 0.457 -1.782  C19 1.090
26 H -5.162 1.184 -3.004  C19 1.090
27 H -6.071 2.232 -2.099  C19 1.090
28 H -4.921 1.827 0.117  C20 1.090
29 H -3.197 0.178 0.319  C21 1.090
30 H -3.247 -0.230 -1.471  C21 1.090
31 H -5.465 -2.616 -0.915  C23 1.090
32 H -3.752 -2.739 -0.411  C23 1.090
33 H -4.413 -1.986 -1.914  C23 1.090
34 H -2.682 2.285 -0.642  N24 1.010
35 H -3.292 2.528 -2.072  N24 1.010
36 C 1.710 1.766 3.759  O37 1.226, N38 1.274, N39 1.315
37 O 0.707 2.171 4.337  C36 1.226
38 N 1.857 1.827 2.496  C36 1.274, H40 1.010, H41 1.010
39 N 2.780 1.380 4.419  C36 1.315, H42 1.010, H43 1.010
40 H 1.138 2.349 2.016  N38 1.010
41 H 2.343 1.115 1.970  N38 1.010
42 H 3.496 0.977 3.832  N39 1.010
43 H 2.816 1.260 5.421  N39 1.010
44 C 0.233 -0.536 -4.199  O45 1.241, N46 1.264, N47 1.279
45 O 0.590 -0.855 -5.344  C44 1.241
46 N -0.330 -1.355 -3.419  C44 1.264, H48 1.010, H49 1.010
47 N 0.612 0.534 -3.610  C44 1.279, H50 1.010, H51 1.010
48 H -0.553 -2.286 -3.741  N46 1.010
49 H -0.599 -1.105 -2.478  N46 1.010
50 H 0.302 0.812 -2.689  N47 1.010
51 H 1.059 1.311 -4.074  N47 1.010
52 C -1.255 -2.027 2.647  O53 1.223, N54 1.233, N55 1.283
53 O -1.701 -2.844 3.440  C52 1.223
54 N -0.818 -2.211 1.509  C52 1.233, H56 1.010, H57 1.010
55 N -1.289 -0.754 2.804  C52 1.283, H58 1.010, H59 1.010
56 H -0.888 -3.177 1.224  N54 1.010
57 H -0.460 -1.543 0.841  N54 1.010
58 H -1.001 -0.201 2.010  N55 1.010
59 H -1.402 -0.371 3.731  N55 1.010
60 C 3.210 4.065 0.124  O61 1.187, N62 1.344, N63 1.296
61 O 4.213 4.573 -0.257  C60 1.187
62 N 2.279 4.687 0.866  C60 1.344, H64 1.010, H65 1.010
63 N 2.723 3.008 -0.447  C60 1.296, H66 1.010, H67 1.010
64 H 1.375 4.242 0.937  N62 1.010
65 H 2.406 5.668 1.070  N62 1.010
66 H 1.873 2.589 -0.097  N63 1.010
67 H 3.469 2.634 -1.015  N63 1.010

Now the natural (NBO) charges, all in e: number 1, Br, carries -0.907; number 2, C, carries -0.640; number 3, C, carries -0.083; number 4, C, carries -0.065; number 5, O, carries -0.554; number 6, C, carries -0.240; number 7, N, carries -0.846; number 8, H, carries 0.217; number 9, H, carries 0.234; number 10, H, carries 0.217; number 11, H, carries 0.196; number 12, H, carries 0.154; number 13, H, carries 0.151; number 14, H, carries 0.198; number 15, H, carries 0.178; number 16, H, carries 0.156; number 17, H, carries 0.356; number 18, H, carries 0.376; number 19, C, carries -0.643; number 20, C, carries -0.075; number 21, C, carries -0.086; number 22, O, carries -0.552; number 23, C, carries -0.257; number 24, N, carries -0.818; number 25, H, carries 0.222; number 26, H, carries 0.206; number 27, H, carries 0.210; number 28, H, carries 0.193; number 29, H, carries 0.202; number 30, H, carries 0.170; number 31, H, carries 0.180; number 32, H, carries 0.171; number 33, H, carries 0.157; number 34, H, carries 0.374; number 35, H, carries 0.338; number 36, C, carries 0.749; number 37, O, carries -0.710; number 38, N, carries -0.852; number 39, N, carries -0.826; number 40, H, carries 0.402; number 41, H, carries 0.424; number 42, H, carries 0.381; number 43, H, carries 0.400; number 44, C, carries 0.732; number 45, O, carries -0.720; number 46, N, carries -0.811; number 47, N, carries -0.818; number 48, H, carries 0.400; number 49, H, carries 0.399; number 50, H, carries 0.410; number 51, H, carries 0.398; number 52, C, carries 0.732; number 53, O, carries -0.714; number 54, N, carries -0.820; number 55, N, carries -0.835; number 56, H, carries 0.384; number 57, H, carries 0.415; number 58, H, carries 0.404; number 59, H, carries 0.403; number 60, C, carries 0.760; number 61, O, carries -0.685; number 62, N, carries -0.844; number 63, N, carries -0.848; number 64, H, carries 0.383; number 65, H, carries 0.399; number 66, H, carries 0.413; number 67, H, carries 0.404